DFT (wB97M-V/def2-TZVPD) results for a 2-piece molecular cluster, C30H65BO3 overall.

XYZ file:
```
99
C30H65BO3 | the OMol25 dataset | wB97M-V/def2-TZVPD
C -5.607 -2.033 -4.297
C -4.365 -1.805 -5.174
C -3.134 -2.647 -4.802
C -2.142 -1.953 -3.867
C -2.683 -1.592 -2.475
C -3.230 -0.166 -2.340
C -2.201 0.944 -2.594
C -0.856 0.781 -1.882
C -0.961 0.708 -0.357
C 0.340 0.326 0.356
C 0.989 -0.966 -0.162
C 1.836 -1.757 0.855
C 2.617 -0.917 1.881
C 1.915 -0.763 3.242
C 2.322 -1.830 4.271
C 3.374 -1.353 5.269
C 3.600 -2.320 6.428
C 4.480 -1.732 7.540
C 3.678 -1.265 8.756
C 4.556 -0.894 9.976
B 5.350 0.424 9.675
C 5.029 1.803 10.340
C 6.005 1.958 11.543
C 5.421 1.334 12.814
C 6.360 3.424 11.774
H -6.333 -2.675 -4.797
H -5.347 -2.515 -3.355
H -6.118 -1.101 -4.052
H -4.630 -2.012 -6.213
H -4.086 -0.749 -5.155
H -2.601 -2.923 -5.716
H -3.457 -3.588 -4.345
H -1.779 -1.049 -4.368
H -1.267 -2.600 -3.753
H -3.472 -2.295 -2.195
H -1.892 -1.735 -1.736
H -3.675 -0.046 -1.349
H -4.053 -0.032 -3.048
H -2.015 1.023 -3.669
H -2.646 1.901 -2.303
H -0.330 -0.093 -2.273
H -0.229 1.642 -2.138
H -1.275 1.692 0.007
H -1.755 0.016 -0.064
H 1.044 1.160 0.278
H 0.127 0.219 1.421
H 0.201 -1.626 -0.539
H 1.614 -0.736 -1.029
H 2.540 -2.376 0.294
H 1.194 -2.459 1.395
H 3.590 -1.385 2.052
H 2.837 0.065 1.455
H 0.833 -0.798 3.099
H 2.131 0.229 3.651
H 2.719 -2.703 3.741
H 1.447 -2.188 4.821
H 3.082 -0.372 5.662
H 4.326 -1.196 4.750
H 4.041 -3.245 6.047
H 2.625 -2.601 6.840
H 5.232 -2.452 7.873
H 5.043 -0.885 7.137
H 3.061 -0.405 8.470
H 2.975 -2.050 9.045
H 3.916 -0.792 10.856
H 5.240 -1.730 10.156
H 6.272 0.379 8.907
H 4.001 1.871 10.711
H 5.189 2.633 9.648
H 6.942 1.432 11.316
H 6.199 1.090 13.540
H 4.871 0.417 12.600
H 4.727 2.029 13.293
H 6.884 3.847 10.915
H 5.453 4.013 11.935
H 6.999 3.542 12.652
C -2.095 0.104 -7.413
O -2.678 0.828 -8.469
C -2.198 0.411 -9.731
C -2.991 1.070 -10.837
O -4.258 0.467 -11.052
C -5.313 0.940 -10.229
C -5.999 2.169 -10.784
O -5.217 3.321 -10.543
C -5.749 4.462 -11.171
H -1.004 0.223 -7.396
H -2.506 0.493 -6.483
H -2.327 -0.965 -7.486
H -2.283 -0.680 -9.826
H -1.136 0.679 -9.837
H -2.439 0.939 -11.770
H -3.093 2.139 -10.636
H -4.962 1.137 -9.213
H -6.047 0.133 -10.196
H -6.984 2.277 -10.307
H -6.158 2.038 -11.863
H -5.782 4.340 -12.260
H -5.106 5.304 -10.923
H -6.766 4.675 -10.817
```

Calculated values
- Total charge: 0
- Structure (SMILES): CCCCCCCCCCCCCCCCCCCCBCC(C)C.COCCOCCOC
- Multiplicity: 1
- Lowest unoccupied orbital energy: 0.8 eV
- Kohn-Sham gap: 10.228 eV

These are the Löwdin partial charges, in e, on atoms 1 to 2: -0.1057 -0.2585

=====

DFT (wB97M-V/def2-TZVPD) results for the molecule C4H6O2S in a non-equilibrium geometry.

XYZ file:
```
13
C4H6O2S | the OMol25 dataset | wB97M-V/def2-TZVPD
C 1.290 0.448 0.289
C 0.779 -0.055 -1.006
C -1.503 -0.087 -0.416
C -1.296 -0.887 0.645
H 0.942 1.749 1.590
H 0.873 -1.110 -1.075
H 1.252 0.473 -1.825
H -2.469 0.264 -0.746
H -2.150 -1.219 1.164
H -0.313 -1.255 0.850
O 0.731 1.583 0.642
O -0.583 0.433 -1.308
S 2.447 -0.338 1.196
```

Calculated values
- Total charge: 0
- Energy relative to the best compared isomer or geometry (same formula, charge and spin): 33.8 kcal/mol
- Structure (SMILES): C=COCC(O)=S
- Multiplicity: 1
- Lowest unoccupied orbital energy: 0.0 eV
- Kohn-Sham gap: 9.226 eV

These are the natural (NBO) partial charges, in e, on atoms 1 to 2: 0.2498 -0.1968

=====

DFT (wB97M-V/def2-TZVPD) results for a 10-piece molecular cluster, C5H28NO10 overall in a non-equilibrium geometry.

XYZ file:
```
44
C5H28NO10 | the OMol25 dataset | wB97M-V/def2-TZVPD
O 2.711 0.211 0.786
C 2.187 0.308 1.873
C 0.909 -0.500 2.148
C 0.366 -1.731 1.312
C 1.267 -2.209 0.204
C 1.890 -3.365 0.071
N 1.212 -1.347 -1.022
H 2.457 1.142 2.527
H 0.173 0.316 2.112
H 0.914 -0.793 3.209
H 0.252 -2.488 2.088
H -0.651 -1.523 1.040
H 2.357 -3.730 -0.814
H 2.008 -4.091 0.866
H 2.096 -1.422 -1.515
H 0.946 -0.360 -0.784
H 0.397 -1.535 -1.668
H -0.526 1.486 -0.571
H 0.758 2.440 -0.488
O 0.324 1.722 -0.991
H -4.545 -1.438 2.210
H -3.417 -0.435 2.309
O -3.687 -1.225 1.827
H -1.498 2.543 0.890
H -2.476 1.304 0.626
O -1.588 1.585 0.904
H -1.442 -0.203 -2.670
H -1.781 -1.492 -1.952
O -1.068 -1.067 -2.468
H 2.655 3.160 0.784
H 2.094 4.082 -0.085
O 1.744 3.385 0.513
H -3.374 -1.329 -0.007
H -3.735 -2.111 -1.358
O -3.347 -1.313 -0.985
H -4.456 0.564 -0.947
H -5.075 1.143 0.315
O -4.225 0.901 -0.076
H 2.299 1.008 -3.589
H 1.638 1.267 -2.142
O 2.156 0.672 -2.704
H 3.578 1.516 -0.148
H 3.507 2.596 -1.215
O 3.996 2.354 -0.417
```

Calculated values
- Total charge: +1
- Energy relative to the best compared isomer or geometry (same formula, charge and spin): 6.9 kcal/mol
- Multiplicity: 1
- Lowest unoccupied orbital energy: -2.5 eV
- Kohn-Sham gap: 10.650 eV

These are the natural (NBO) partial charges, in e, on atoms 1 to 2: -0.5901 0.4721

=====

DFT (wB97M-V/def2-TZVPD) results for C3H8N2S2 as an isolated structure in a non-equilibrium geometry.

XYZ file:
```
15
C3H8N2S2 | the OMol25 dataset | wB97M-V/def2-TZVPD
C -1.488 0.195 -1.609
C 0.202 0.238 0.502
C 1.559 -0.066 1.167
N -1.727 -0.551 -0.464
N -0.553 -0.882 0.233
S 0.519 1.157 -1.134
S -0.613 1.228 1.729
H -1.070 -0.227 -2.518
H -2.236 0.991 -1.715
H 1.376 -1.040 1.676
H 1.913 0.716 1.823
H 2.284 -0.280 0.464
H -2.324 -0.120 0.301
H -0.027 -1.676 -0.064
H -1.868 1.010 1.351
```

Calculated values
- Total charge: 0
- Energy relative to the best compared isomer or geometry (same formula, charge and spin): 68.7 kcal/mol
- Multiplicity: 1
- Lowest unoccupied orbital energy: 0.5 eV
- Kohn-Sham gap: 8.756 eV

These are the natural (NBO) partial charges, in e, on atoms 1 to 2: -0.1578 -0.0994

=====

DFT (wB97M-V/def2-TZVPD) results for a 2-piece molecular cluster, H4P2S overall in a non-equilibrium geometry.

XYZ file:
```
7
H4P2S | the OMol25 dataset | wB97M-V/def2-TZVPD
P 0.535 0.552 -1.368
P 0.827 1.981 0.193
S 0.091 -1.524 1.378
H -0.897 0.216 -1.520
H -0.120 -0.388 0.141
H -0.479 1.768 0.653
H 0.043 -2.605 0.523
```

Calculated values
- Total charge: 0
- Energy relative to the best compared isomer or geometry (same formula, charge and spin): 56.3 kcal/mol
- Multiplicity: 1
- Lowest unoccupied orbital energy (spin up / spin down): -2.0 / -2.0 eV
- Kohn-Sham gap (spin up / spin down): 6.917 / 6.918 eV

These are the natural (NBO) partial charges, in e, on atoms 1 to 2: 0.0197 0.1196

=====

DFT (wB97M-V/def2-TZVPD) results for a 5-piece molecular cluster, C5H20N2O5 overall in a non-equilibrium geometry.

XYZ file:
```
32
C5H20N2O5 | the OMol25 dataset | wB97M-V/def2-TZVPD
O -3.234 -1.946 0.029
C -2.544 -1.211 -0.618
C -1.021 -1.186 -0.375
C -0.533 0.211 -0.023
C 0.978 0.367 -0.220
C 2.163 2.469 -0.212
N 1.421 1.639 0.384
N -0.739 -2.166 0.731
H -2.895 -0.546 -1.419
H -0.547 -1.559 -1.287
H -1.068 0.937 -0.632
H -0.857 0.505 0.979
H 1.239 0.345 -1.286
H 1.529 -0.451 0.255
H 2.500 3.371 0.289
H 2.532 2.326 -1.222
H 1.082 1.736 1.364
H 0.125 -2.731 0.556
H -1.536 -2.810 0.817
H -0.652 -1.669 1.613
H 2.201 -3.781 0.903
H 1.892 -3.846 -0.609
O 1.670 -3.359 0.203
H -1.895 3.581 -0.516
H -2.645 2.946 0.652
O -1.848 2.858 0.112
H -0.102 -0.019 -3.728
H 0.931 -1.139 -3.688
O 0.403 -0.577 -3.109
H -0.190 2.332 3.283
H 1.125 1.645 3.763
O 0.516 1.726 3.012
```

Calculated values
- Total charge: +2
- Energy relative to the best compared isomer or geometry (same formula, charge and spin): 0.0 kcal/mol
- Multiplicity: 1
- Lowest unoccupied orbital energy: -6.9 eV
- Kohn-Sham gap: 10.046 eV

These are the natural (NBO) partial charges, in e, on atoms 1 to 2: -0.4749 0.4372

=====

| no. | E_tot (a.u.) |
| --- | --- |
| 1 | -1432.5533 |
| 2 | -704.6257 |
| 3 | -1014.2307 |
| 4 | -1024.8915 |
| 5 | -1083.1606 |
| 6 | -687.6518 |